DFT (ωB97M-V with the def2-TZVPD basis set) results for a molecular structure, C21H21FeN2O at a distorted geometry.

The geometry in XYZ format:
```
46
Properties=species:S:1:pos:R:3
C 3.14944 -0.63023 5.23582
O 3.70370 0.07898 4.10478
C 2.86464 0.43420 3.10069
C 3.39230 1.24096 2.05630
C 2.55831 1.73623 1.09086
C 1.16022 1.43606 1.08217
C 0.33523 2.07493 0.14121
C -1.00403 1.67205 -0.14106
C -2.10539 2.57233 -0.52689
C -3.29423 1.78112 -0.71885
C -2.94647 0.38095 -0.52869
C -1.54256 0.29795 -0.22083
Fe -1.81634 1.25014 -1.92082
C -0.29320 0.82548 -3.10935
C -0.62665 2.24042 -3.14628
C -2.02561 2.36247 -3.53137
C -2.55455 1.02288 -3.72970
C -1.48401 0.07362 -3.46617
C 0.66562 0.55698 2.09667
C 1.49333 0.07860 3.08822
H 4.00896 -0.76679 5.88857
H 2.37210 -0.04040 5.73973
H 2.73606 -1.60137 4.93427
H 4.45538 1.47046 2.07567
H 2.94903 2.37035 0.29328
H 0.69392 2.99403 -0.33552
H -2.00332 3.65527 -0.53404
H -4.29168 2.16613 -0.91914
H -3.64747 -0.45105 -0.54983
H -0.94927 -0.59662 -0.01817
H 0.69586 0.40639 -2.93577
H 0.07106 3.06140 -2.99836
H -2.55891 3.29594 -3.70246
H -3.55347 0.77515 -4.08135
H -1.53154 -1.00469 -3.59916
H -0.39275 0.29834 2.12101
H 1.08863 -0.54666 3.88527
N 0.03163 -2.69039 -0.58604
C -0.87620 -3.51442 -0.07112
N -0.55727 -4.81221 -0.37965
C 0.61377 -4.81036 -1.12338
C 0.97299 -3.47821 -1.24167
H -1.76056 -3.27837 0.51672
H -1.10371 -5.61864 -0.09838
H 1.07615 -5.70788 -1.49259
H 1.83088 -3.06149 -1.74457
```

## Properties
E_HOMO (spin up / spin down) = -0.005 / -0.070 Eh
frontier orbital gap (spin up / spin down) = 2.80 / 2.71 eV
2S+1 = 5
F_max = 3.1 eV Å⁻¹
charge = -1


DFT (ωB97M-V with the def2-TZVPD basis set) results for 2 unconnected molecules or ions with the total composition CH2NOS3 at a distorted geometry.

The geometry in XYZ format:
```
8
Properties=species:S:1:pos:R:3
C 3.45851 -0.23145 0.21468
N 0.73483 0.93999 0.34254
O 2.80768 -0.53951 1.20628
S 3.48625 -0.78408 -1.48851
S 4.51785 1.03523 -0.15668
S -1.08047 1.25419 0.55102
H 0.81306 0.41285 -0.50103
H 1.05324 0.25710 0.97463
```

## Properties
E_HOMO (spin up / spin down) = -0.147 / -0.115 Eh
frontier orbital gap (spin up / spin down) = 7.12 / 4.54 eV
F_max = 4.7 eV Å⁻¹
charge = -1


DFT (ωB97M-V with the def2-TZVPD basis set) results for a molecular structure, C21H43HfN2P3S at a distorted geometry.

The geometry in XYZ format:
```
71
Properties=species:S:1:pos:R:3
Hf -0.60174 -0.05459 -0.31245
P -2.93144 -0.43522 0.07897
P 0.08483 -1.76404 1.57644
P 0.02712 -2.37362 -1.37488
H 0.47917 2.96673 -3.60914
C -0.13357 2.05094 -3.70148
C -1.23905 1.82546 -2.79945
H -1.55433 2.61742 -2.07568
C -4.00590 0.91055 0.69281
C -3.84614 -1.80470 0.88253
C -3.45193 -0.63550 -1.67582
C 1.82852 -1.96865 2.06825
C -0.54937 -1.26584 3.22688
C -0.36577 -3.53402 1.75948
C 0.08411 -2.18934 -3.19945
C -1.08120 -3.88531 -1.27945
C 1.61956 -3.26594 -1.02164
H -0.21640 1.74090 -4.79619
H -2.07930 1.29906 -3.27910
H -3.58946 1.91370 0.53031
H -4.13633 0.79840 1.77945
H -4.97313 0.80242 0.18247
H -3.54940 -1.91810 1.93072
H -3.62248 -2.74407 0.37167
H -4.93151 -1.62607 0.84916
H -2.82027 -0.04955 -2.35881
H -4.50495 -0.32319 -1.79434
H -3.33949 -1.68778 -1.96717
H 1.76566 -2.71476 2.87458
H 2.21942 -1.03281 2.47311
H 2.50611 -2.31321 1.27988
H -0.52265 -2.18222 3.82683
H -1.58211 -0.90398 3.18301
H 0.10895 -0.52789 3.70079
H -0.18150 -3.78060 2.80732
H 0.25998 -4.18084 1.14088
H -1.42799 -3.67651 1.55376
H -0.40050 -3.06192 -3.66024
H 1.14941 -2.14399 -3.46341
H -0.42050 -1.24253 -3.46778
H -0.68618 -4.65545 -1.96516
H -2.12117 -3.64705 -1.54675
H -1.12756 -4.35015 -0.28822
H 1.82629 -3.86233 -1.92901
H 1.52924 -3.93396 -0.14631
H 2.44585 -2.55421 -0.84773
C 2.74134 2.08746 -1.99573
C 4.08096 1.74115 -1.87217
C 4.94981 2.52810 -1.11497
C 4.50786 3.72488 -0.54878
C 3.18066 4.11294 -0.71539
C 2.31793 3.33962 -1.53885
S 1.66599 0.79690 -2.95289
H 2.48583 0.61282 -4.03867
H 4.34969 0.78126 -2.27555
H 5.98699 2.25700 -1.01552
H 5.21597 4.43133 -0.13386
H 2.81622 5.02858 -0.24509
H 1.27546 3.63675 -1.73516
C -0.51083 3.36644 4.09859
N 0.05863 2.63402 2.97894
C 1.39888 2.55821 2.57759
C 1.42661 1.67644 1.54253
N 0.13378 1.21348 1.29987
C -0.66690 1.82991 2.19361
H 0.29176 3.71193 4.75694
H -1.13027 4.22874 3.79492
H -1.17066 2.68779 4.65896
H 2.16859 3.18190 3.01848
H 2.24119 1.42453 0.88694
H -1.75639 1.77222 2.16560
```

## Properties
E_HOMO = -0.718 Eh
frontier orbital gap = 5.12 eV
F_max = 5.7 eV Å⁻¹
charge = +4


DFT (ωB97M-V with the def2-TZVPD basis set) results for 2 unconnected molecules or ions with the total composition H4O2 at a distorted geometry.

The geometry in XYZ format:
```
6
Properties=species:S:1:pos:R:3
H -0.81281 0.10390 1.16265
H -1.47750 1.21566 0.22662
H 0.57669 -0.08065 -0.61959
H 1.65831 -1.18461 -0.73689
O -0.64138 0.98438 0.76369
O 0.69669 -1.03867 -0.79649
```

## Properties
E_HOMO = -0.412 Eh
frontier orbital gap = 12.10 eV
SMILES = O.O
F_max = 2.5 eV Å⁻¹


Calculated electronic energy, -2260.94137 -1363.85503 -2404.13737 -152.87038 Ha (same order as the records).